The following is a DFT calculation (the ωB97M-V functional and the def2-TZVPD basis) of an isolated molecule of C5H11NO.

SMILES string: CCN(C)C(C)=O
Energy relative to the best compared isomer or geometry (same formula, charge and spin) in kJ/mol: 274.7
LUMO energy in eV: 0.882
Kohn-Sham gap in eV: 9.8
Calculated total energy in a.u.: -327.0267

Each line ends with the Mulliken charge.
Positions of all 18 atoms, in Å:
C (0.66, -0.84, -1.94)  -0.9647
C (1.37, 0.37, -0.68)  -0.6226
N (0.41, 0.49, 0.40)  0.1279
C (0.66, 0.17, 1.80)  -0.9195
C (-0.84, 0.48, -0.13)  0.7824
O (-0.99, 0.67, -1.33)  -0.6507
C (-2.02, 0.11, 0.72)  -1.2873
H (1.27, -0.61, -2.80)  0.3604
H (-0.37, -0.96, -2.39)  0.3085
H (0.84, -1.80, -1.48)  0.3109
H (1.43, 1.29, -1.26)  0.2711
H (2.37, 0.28, -0.16)  0.3423
H (1.72, 0.28, 2.04)  0.3105
H (0.10, 0.85, 2.45)  0.3131
H (0.36, -0.86, 2.05)  0.3372
H (-2.88, 0.26, 0.07)  0.3404
H (-2.09, 0.75, 1.60)  0.3573
H (-1.98, -0.93, 1.04)  0.2824

---

The following is a DFT calculation (the ωB97M-V functional and the def2-TZVPD basis) of an isolated molecule of C2H6N.

Energy relative to the best compared isomer or geometry (same formula, charge and spin) in kJ/mol: 177.5
LUMO energy (spin up / spin down) in eV: 0.964 / 0.825
Multiplicity: 2
Kohn-Sham gap (spin up / spin down) in eV: 4.9 / 11.9
Calculated total energy in a.u.: -134.3864

Each line ends with the Mulliken spin population.
Positions of all 9 atoms, in Å:
C (-0.07, -0.21, -0.48)  0.6651
C (1.14, -0.68, -0.33)  -0.2366
N (-0.73, 0.66, 0.55)  1.5839
H (-0.75, -0.61, -1.21)  0.0560
H (1.56, -1.40, -1.19)  0.0221
H (1.91, -0.34, 0.32)  -0.0110
H (-1.79, 0.69, 0.27)  -0.3501
H (-0.91, 0.25, 1.54)  -0.3548
H (-0.36, 1.65, 0.55)  -0.3745

---

The following is a DFT calculation (the ωB97M-V functional and the def2-TZVPD basis) of a structure of composition C4H21InNO6.

Charge: +3
LUMO energy in eV: -16.394
Kohn-Sham gap in eV: 1.5
Calculated total energy in a.u.: -859.9675

Each line ends with the Mulliken charge.
Positions of all 33 atoms, in Å:
In (-0.89, -2.05, -1.90)  0.9837
C (1.52, 2.64, 3.73)  -1.4646
C (1.06, 1.23, 3.21)  0.4165
C (0.08, 0.56, 4.10)  -0.5349
O (-0.13, -0.70, 3.57)  -0.1249
C (-0.67, -1.59, 4.50)  -0.6115
N (0.62, 1.60, 1.81)  -0.3467
H (2.04, 2.56, 4.69)  0.3856
H (0.82, 3.45, 3.92)  0.4414
H (2.28, 3.12, 3.12)  0.4653
H (1.95, 0.62, 3.11)  0.2942
H (-0.87, 1.08, 4.03)  0.4200
H (0.64, 0.62, 5.03)  0.4029
H (-1.61, -1.14, 4.81)  0.3611
H (-0.09, -1.69, 5.42)  0.3536
H (-0.71, -2.56, 4.00)  0.2654
H (1.22, 2.28, 1.38)  0.3430
H (-0.25, 2.11, 1.82)  0.3558
O (2.88, -5.23, -3.69)  -0.5809
H (3.76, -5.49, -3.41)  0.3552
H (2.48, -6.04, -4.02)  0.3578
O (-4.87, 0.87, -0.09)  -0.6158
H (-5.64, 1.08, -0.62)  0.3505
H (-5.21, 0.80, 0.80)  0.3422
O (-2.60, 1.92, -4.78)  -0.6026
H (-3.48, 2.11, -5.09)  0.3542
H (-2.12, 2.74, -4.90)  0.3511
O (3.45, 0.28, -3.95)  -0.5833
H (3.86, 0.74, -4.68)  0.3586
H (4.19, 0.02, -3.38)  0.3500
O (-1.08, -2.03, -7.17)  -0.5585
H (-1.66, -1.32, -7.47)  0.3521
H (-0.99, -2.60, -7.93)  0.3631

---

What did the first record say?
The following is a DFT calculation (the ωB97M-V functional and the def2-TZVPD basis) of an isolated molecule of C5H11NO.

SMILES string: CCN(C)C(C)=O
Energy relative to the best compared isomer or geometry (same formula, charge and spin) in kJ/mol: 274.7
LUMO energy in eV: 0.882
Kohn-Sham gap in eV: 9.8
Calculated total energy in a.u.: -327.0267

Each line ends with the Mulliken charge.
Positions of all 18 atoms, in Å:
C (0.66, -0.84, -1.94)  -0.9647
C (1.37, 0.37, -0.68)  -0.6226
N (0.41, 0.49, 0.40)  0.1279
C (0.66, 0.17, 1.80)  -0.9195
C (-0.84, 0.48, -0.13)  0.7824
O (-0.99, 0.67, -1.33)  -0.6507
C (-2.02, 0.11, 0.72)  -1.2873
H (1.27, -0.61, -2.80)  0.3604
H (-0.37, -0.96, -2.39)  0.3085
H (0.84, -1.80, -1.48)  0.3109
H (1.43, 1.29, -1.26)  0.2711
H (2.37, 0.28, -0.16)  0.3423
H (1.72, 0.28, 2.04)  0.3105
H (0.10, 0.85, 2.45)  0.3131
H (0.36, -0.86, 2.05)  0.3372
H (-2.88, 0.26, 0.07)  0.3404
H (-2.09, 0.75, 1.60)  0.3573
H (-1.98, -0.93, 1.04)  0.2824